Model 1:
ORCA calculation (ωB97M-V/def2-TZVPD) on C31H45BClF2IrN6O2S2 as an isolated structure.

Summary:
Highest occupied orbital energy (alpha / beta) ... -9.441 / -10.484 eV
Frontier orbital gap (alpha / beta) ... 6.47 / 7.32 eV

Geometry as ORCA input:
```
! wB97M-V def2-TZVPD RIJCOSX def2/J DEFGRID3
* xyz 1 2
Ir -0.407 0.950 -0.208
N -0.520 -0.380 1.752
C 0.450 -0.408 2.851
C 0.504 0.902 3.632
C 0.874 2.125 2.787
C 2.136 1.957 1.928
N 1.797 1.718 0.515
H -1.452 -0.200 2.123
H -0.530 -1.304 1.320
H 1.432 -0.620 2.426
H 0.207 -1.218 3.553
H 1.234 0.775 4.434
H -0.465 1.096 4.098
H 1.003 2.974 3.458
H 0.040 2.369 2.124
H 2.739 1.127 2.300
H 2.747 2.860 2.012
H 2.489 1.118 0.068
H 1.796 2.609 0.026
S -6.813 -0.454 -2.166
C -5.199 -0.089 -1.492
C -4.872 1.186 -1.046
C -3.648 1.382 -0.437
N -2.739 0.414 -0.286
C -3.046 -0.802 -0.747
C -4.254 -1.099 -1.343
C -7.644 -0.231 -0.584
C -7.908 1.027 -0.068
C -8.412 1.100 1.224
N -8.672 0.035 1.957
C -8.478 -1.160 1.434
C -7.955 -1.354 0.163
H -5.560 2.007 -1.156
H -3.403 2.351 -0.030
H -2.297 -1.570 -0.614
H -4.472 -2.100 -1.677
H -7.731 1.923 -0.640
H -8.599 2.056 1.692
H -8.729 -2.000 2.066
H -7.786 -2.345 -0.227
Cl 8.463 0.747 0.100
C 6.848 0.173 -0.010
C 6.187 -0.263 1.141
C 4.894 -0.707 1.057
C 4.196 -0.732 -0.187
C 2.885 -1.149 -0.283
C 4.913 -0.300 -1.341
C 6.205 0.141 -1.251
H 6.706 -0.240 2.088
H 4.383 -1.040 1.950
H 2.349 -1.508 0.574
H 2.360 -1.144 -1.221
H 4.406 -0.324 -2.295
H 6.735 0.463 -2.135
F 0.181 3.917 -0.612
C -0.967 3.179 -0.440
F -1.598 3.755 0.639
H -1.595 3.388 -1.324
S -0.125 -3.004 -0.421
C -0.109 -4.650 -0.243
N -1.054 -5.495 -0.678
C -0.757 -6.875 -0.354
C 0.575 -6.767 0.418
N 0.846 -5.345 0.385
H -1.850 -5.213 -1.220
H -0.660 -7.478 -1.262
H -1.554 -7.304 0.260
H 1.379 -7.329 -0.063
H 0.480 -7.113 1.451
H 1.675 -4.927 0.766
C 0.727 1.626 -5.329
C 0.664 0.425 -4.394
C 1.843 -0.508 -4.682
O 0.828 0.873 -3.033
B -0.046 0.210 -2.223
O -0.894 -0.585 -2.944
C -0.721 -0.311 -4.350
C -0.785 -1.612 -5.143
C -1.893 0.587 -4.757
H 1.722 2.062 -5.281
H 0.012 2.390 -5.042
H 0.532 1.313 -6.352
H 2.766 0.039 -4.500
H 1.831 -0.840 -5.716
H 1.822 -1.369 -4.018
H -0.088 -2.349 -4.758
H -0.560 -1.415 -6.187
H -1.790 -2.023 -5.074
H -1.876 1.509 -4.182
H -2.824 0.070 -4.532
H -1.867 0.814 -5.819
*
```

For each atom in turn, the Mulliken charge in e is: 2.12 -0.58 -0.36 -1.05 -0.16 -0.38 -0.47 0.28 -0.06 -0.04 0.51 0.35 0.44 0.45 -0.23 0.14 0.42 -0.02 0.32 -0.11 0.29 -0.87 -0.65 -0.13 0.23 -0.80 0.31 -0.20 -0.54 -0.57 -0.37 -0.20 0.44 0.63 0.06 0.54 0.56 0.38 0.37 0.41 -0.19 0.44 -0.91 -0.19 1.19 -1.32 -0.32 -0.70 0.42 0.47 0.12 0.13 0.49 0.43 -0.28 -0.32 -0.27 0.24 -0.20 -0.24 -0.09 -0.47 -0.48 -0.10 0.17 0.29 0.28 0.30 0.28 0.17 -1.82 1.64 -1.97 -0.55 0.36 0.11 1.64 -1.92 -2.01 0.45 0.35 0.37 0.48 0.38 0.32 0.35 0.38 0.45 0.27 0.50 0.40


Model 2:
ORCA calculation (ωB97M-V/def2-TZVPD) on C31H45BClF2IrN6O2S2 as an isolated structure.

Summary:
Highest occupied orbital energy (alpha / beta) ... -9.299 / -10.712 eV
Frontier orbital gap (alpha / beta) ... 6.02 / 7.42 eV

Geometry as ORCA input:
```
! wB97M-V def2-TZVPD RIJCOSX def2/J DEFGRID3
* xyz 1 2
Ir -0.335 0.439 0.842
N -2.026 -1.238 0.045
C -1.974 -2.596 0.616
C -0.560 -2.930 1.084
C 0.440 -3.113 -0.064
C 1.757 -2.376 0.190
N 1.582 -0.919 0.127
H -2.934 -0.825 0.231
H -1.928 -1.262 -0.970
H -2.322 -3.343 -0.104
H -2.634 -2.633 1.483
H -0.587 -3.826 1.702
H -0.243 -2.098 1.719
H 0.006 -2.746 -0.994
H 0.662 -4.172 -0.198
H 2.504 -2.706 -0.543
H 2.121 -2.645 1.184
H 1.591 -0.607 -0.848
H 2.379 -0.461 0.564
S 3.014 1.415 6.828
C 2.149 1.138 5.289
C 1.638 2.197 4.551
C 1.065 1.931 3.321
N 0.965 0.701 2.823
C 1.421 -0.316 3.552
C 2.019 -0.150 4.785
C 4.507 1.947 5.972
C 4.668 3.261 5.571
C 5.800 3.572 4.830
N 6.715 2.680 4.503
C 6.571 1.438 4.921
C 5.479 1.010 5.662
H 1.688 3.207 4.924
H 0.675 2.729 2.707
H 1.307 -1.305 3.133
H 2.391 -0.999 5.337
H 3.945 4.019 5.823
H 5.974 4.580 4.474
H 7.358 0.750 4.638
H 5.389 -0.014 5.984
Cl -3.131 -1.648 -8.007
C -2.534 -1.222 -6.451
C -1.836 -2.169 -5.698
C -1.342 -1.827 -4.468
C -1.517 -0.516 -3.937
C -0.972 -0.159 -2.724
C -2.261 0.410 -4.722
C -2.751 0.064 -5.951
H -1.694 -3.161 -6.098
H -0.819 -2.561 -3.869
H -0.312 -0.837 -2.213
H -1.108 0.820 -2.303
H -2.407 1.405 -4.331
H -3.301 0.776 -6.548
F -1.834 2.220 2.507
C -1.980 0.854 2.361
F -1.784 0.336 3.616
H -3.042 0.692 2.119
S 2.172 0.615 -2.853
C 3.018 -0.542 -3.688
N 2.495 -1.647 -4.246
C 3.509 -2.484 -4.858
C 4.808 -1.684 -4.627
N 4.350 -0.570 -3.825
H 1.512 -1.756 -4.428
H 3.304 -2.649 -5.917
H 3.534 -3.453 -4.350
H 5.249 -1.329 -5.563
H 5.557 -2.266 -4.086
H 4.942 0.194 -3.557
C 1.389 5.409 0.616
C 1.091 4.331 -0.419
C 2.184 4.344 -1.489
O 1.123 3.034 0.216
B 0.095 2.270 -0.269
O -0.705 2.979 -1.117
C -0.353 4.378 -1.021
C -0.464 5.038 -2.389
C -1.372 5.008 -0.069
H 2.416 5.305 0.958
H 0.733 5.330 1.477
H 1.269 6.391 0.165
H 3.144 4.138 -1.023
H 2.230 5.315 -1.973
H 2.001 3.572 -2.231
H 0.130 4.522 -3.136
H -0.139 6.073 -2.320
H -1.503 5.020 -2.708
H -1.325 4.531 0.906
H -2.369 4.840 -0.470
H -1.209 6.076 0.033
*
```

For each atom in turn, the Mulliken charge in e is: 2.44 -0.61 -0.99 0.08 0.13 -0.93 -0.15 0.27 0.04 0.34 0.50 0.50 -0.53 -0.22 0.46 0.41 0.36 -0.55 0.25 -0.07 0.13 -1.00 0.14 -0.28 -0.28 -0.97 0.37 -0.18 -0.49 -0.57 -0.41 -0.20 0.45 0.32 0.33 0.51 0.47 0.39 0.37 0.41 -0.20 0.32 -0.95 -0.23 1.36 -0.97 -0.57 -0.68 0.42 0.49 0.10 0.08 0.47 0.43 -0.24 -0.26 -0.23 0.28 -0.31 0.08 0.02 -0.54 -0.52 -0.12 0.15 0.31 0.29 0.31 0.28 0.21 -1.96 1.61 -1.85 -0.30 0.29 -0.24 1.65 -2.01 -1.84 0.49 0.36 0.37 0.47 0.39 0.21 0.33 0.36 0.50 0.23 0.50 0.38


Verdict on stability: model 1 comes out on top.


Model 1:
ORCA calculation (ωB97M-V/def2-TZVPD) on a 2-piece molecular cluster, C6H12NO overall.

Summary:
Highest occupied orbital energy ... -3.077 eV
Frontier orbital gap ... 7.05 eV

Geometry as ORCA input:
```
! wB97M-V def2-TZVPD RIJCOSX def2/J DEFGRID3
* xyz -1 1
C -0.525 -0.630 3.118
C -0.850 -0.319 1.825
C -2.050 -0.980 1.308
C -2.581 -0.884 0.064
H -1.169 -1.165 3.818
H 0.410 -0.279 3.538
H -0.386 0.460 1.193
H -2.505 -1.609 2.063
H -3.508 -1.368 -0.185
H -2.045 -0.274 -0.679
C 1.781 0.845 -2.807
N 2.025 0.100 -1.575
C 1.261 0.803 -0.413
O -0.098 0.977 -0.534
H 0.728 1.139 -2.929
H 2.132 0.213 -3.629
H 2.397 1.755 -2.770
H 1.603 -0.844 -1.567
H 1.818 1.790 -0.402
H 1.564 0.270 0.563
*
```

For each atom in turn, the Mulliken charge in e is: -0.86 0.27 -0.35 -0.74 0.23 0.30 0.37 0.19 0.26 0.31 -0.72 -0.51 -0.34 -0.87 0.26 0.32 0.22 0.25 0.22 0.16


Model 2:
ORCA calculation (ωB97M-V/def2-TZVPD) on an isolated ion of composition C6H12NO and charge -1.

Summary:
Highest occupied orbital energy ... -2.491 eV
SMILES ... C=C(C)C[C@H](N)C[O-]
Frontier orbital gap ... 6.24 eV

Geometry as ORCA input:
```
! wB97M-V def2-TZVPD RIJCOSX def2/J DEFGRID3
* xyz -1 1
C 2.022 0.933 0.405
C 1.280 -0.163 0.564
C 1.943 -1.498 0.552
C -0.234 -0.022 0.776
C -0.950 0.016 -0.571
N -0.588 1.237 -1.393
C -2.509 -0.139 -0.427
O -2.801 -1.051 0.510
H 3.092 1.034 0.317
H 1.630 1.946 0.371
H 1.717 -1.971 1.510
H 1.497 -2.188 -0.175
H 2.991 -1.527 0.272
H -0.277 0.939 1.301
H -0.826 -0.751 1.338
H -0.472 -0.811 -1.117
H -0.300 1.993 -0.790
H -1.418 1.516 -1.904
H -2.982 -0.399 -1.423
H -2.817 0.906 -0.117
*
```

For each atom in turn, the Mulliken charge in e is: -1.14 1.03 -1.20 -1.10 0.35 -0.71 -0.61 -0.89 0.31 0.24 0.27 0.29 0.38 0.36 0.39 0.17 0.19 0.27 0.22 0.19


Verdict on stability: model 2 comes out on top.


Model 1:
ORCA calculation (ωB97M-V/def2-TZVPD) on H12O6Tl as an isolated structure.

Summary:
Highest occupied orbital energy ... -23.730 eV
Frontier orbital gap ... 4.92 eV

Geometry as ORCA input:
```
! wB97M-V def2-TZVPD RIJCOSX def2/J DEFGRID3
* xyz 3 1
Tl 0.082 -0.272 -0.213
O 2.356 1.250 -0.570
H 2.626 1.706 0.248
H 2.980 1.550 -1.268
O 0.046 2.553 0.197
H 0.787 3.183 0.265
H -0.760 3.069 0.404
O -1.114 -1.038 -2.555
H -0.674 -1.700 -3.128
H -1.968 -0.820 -2.990
O 2.326 -1.798 0.211
H 3.052 -1.409 0.745
H 2.569 -2.741 0.061
O -2.186 -1.699 0.341
H -2.865 -2.109 -0.239
H -2.548 -1.722 1.251
O -1.365 0.534 2.104
H -2.302 0.813 2.115
H -1.041 0.650 3.021
*
```

For each atom in turn, the Mulliken charge in e is: 1.68 -0.51 0.38 0.34 -0.46 0.33 0.33 -0.52 0.38 0.36 -0.49 0.37 0.36 -0.48 0.36 0.35 -0.50 0.35 0.35


Model 2:
ORCA calculation (ωB97M-V/def2-TZVPD) on H12O6Tl as an isolated structure.

Summary:
Highest occupied orbital energy ... -25.067 eV
Frontier orbital gap ... 9.09 eV

Geometry as ORCA input:
```
! wB97M-V def2-TZVPD RIJCOSX def2/J DEFGRID3
* xyz 3 1
Tl 15.820 -19.093 9.023
O 13.977 -19.558 10.259
H 13.795 -20.496 10.310
H 13.149 -19.140 10.497
O 17.541 -18.526 7.649
H 17.769 -17.622 7.428
H 17.606 -18.999 6.819
O 15.949 -17.021 8.173
H 16.712 -16.539 7.853
H 15.204 -16.609 7.735
O 17.785 -20.163 9.270
H 18.529 -20.251 8.674
H 18.040 -20.660 10.047
O 16.608 -19.571 11.050
H 16.151 -19.338 11.858
H 17.314 -20.152 11.334
O 15.707 -21.234 9.678
H 15.341 -21.620 10.474
H 16.122 -21.967 9.224
*
```

For each atom in turn, the Mulliken charge in e is: 2.05 -0.51 0.34 0.36 -0.59 0.32 0.39 -0.58 0.35 0.39 -0.46 0.34 0.30 -0.50 0.34 0.31 -0.53 0.38 0.31


Verdict on stability: model 2 comes out on top.


Model 1:
ORCA calculation (ωB97M-V/def2-TZVPD) on a 7-piece molecular cluster, H14O6S overall.

Summary:
Highest occupied orbital energy ... -9.442 eV
SMILES ... O.O.O.O.O.O.S
Frontier orbital gap ... 9.62 eV

Geometry as ORCA input:
```
! wB97M-V def2-TZVPD RIJCOSX def2/J DEFGRID3
* xyz 0 1
O 2.102 0.947 -0.164
H 1.743 0.049 -0.191
H 2.021 1.412 0.667
O -2.178 0.484 -0.427
H -1.920 1.299 0.006
H -1.429 0.033 -0.816
O 0.398 2.083 -2.028
H 1.067 2.212 -2.707
H 0.894 2.171 -1.193
O -0.373 -0.764 -3.128
H -1.044 -0.549 -3.783
H -0.183 0.075 -2.687
O 0.168 -2.427 1.649
H -0.077 -2.201 0.745
H 0.727 -3.203 1.544
O 1.255 -1.453 -0.746
H 2.051 -1.935 -0.492
H 1.000 -1.866 -1.582
S -0.874 0.705 2.726
H -1.668 -0.357 2.895
H 0.196 0.076 3.226
*
```

For each atom in turn, the Mulliken charge in e is: -0.69 0.42 0.32 -0.60 0.29 0.31 -0.63 0.30 0.32 -0.63 0.30 0.33 -0.59 0.34 0.26 -0.59 0.30 0.27 -0.34 0.16 0.14


Model 2:
ORCA calculation (ωB97M-V/def2-TZVPD) on a 7-piece molecular cluster, H14O6S overall.

Summary:
Highest occupied orbital energy ... -9.578 eV
SMILES ... O.O.O.O.O.O.S
Frontier orbital gap ... 9.61 eV

Geometry as ORCA input:
```
! wB97M-V def2-TZVPD RIJCOSX def2/J DEFGRID3
* xyz 0 1
O -1.288 -1.330 -2.220
H -0.636 -1.311 -2.928
H -2.010 -0.920 -2.722
O -0.032 2.828 1.474
H -0.011 1.882 1.276
H 0.247 2.751 2.397
O -2.096 0.007 0.056
H -1.487 0.541 -0.468
H -2.073 -0.826 -0.437
O -0.736 -0.828 2.258
H -0.975 -1.597 2.777
H -1.432 -0.629 1.608
O 2.301 0.225 0.274
H 1.995 -0.643 0.015
H 2.693 0.137 1.131
O 1.526 -2.520 0.226
H 0.614 -2.216 0.123
H 1.738 -3.050 -0.550
S 0.268 2.448 -1.977
H 0.117 3.273 -0.926
H 1.276 1.778 -1.390
*
```

For each atom in turn, the Mulliken charge in e is: -0.62 0.29 0.30 -0.61 0.32 0.30 -0.66 0.31 0.37 -0.63 0.27 0.39 -0.60 0.39 0.27 -0.71 0.34 0.32 -0.41 0.18 0.17


Verdict on stability: model 2 comes out on top.